No. 1
Molecular formula: C49H40BrEuN11O4S
Method: DFT, ωB97M-V/def2-TZVPD

Structure (ORCA input):
```
! RIJCOSX wB97M-V def2-TZVPD def2/J DEFGRID3
* xyz 1 7
Eu -0.457 -0.899 0.798
C 3.550 -5.479 4.333
C 3.159 -6.376 3.333
C 2.346 -5.976 2.285
C 1.933 -4.651 2.261
C 1.032 -3.920 1.392
N 0.870 -2.650 1.857
C 1.608 -2.520 2.998
N 1.697 -1.444 3.797
C 0.810 -0.494 3.803
C 0.833 0.626 4.757
C 1.777 1.046 5.674
C 1.461 2.138 6.474
C 0.230 2.779 6.359
C -0.728 2.338 5.453
C -0.411 1.257 4.653
C -1.177 0.479 3.665
N -2.471 0.530 3.560
C -3.183 -0.310 2.789
N -2.747 -1.015 1.705
C -3.794 -1.746 1.221
N -3.785 -2.603 0.184
C -2.697 -3.153 -0.273
N -1.428 -2.988 0.229
C -0.676 -4.063 -0.189
N 0.431 -4.492 0.336
C -1.431 -4.831 -1.191
C -1.118 -5.944 -1.948
C -2.103 -6.454 -2.786
C -3.367 -5.873 -2.849
C -3.686 -4.765 -2.074
C -2.701 -4.250 -1.252
C -4.983 -1.466 1.997
C -6.280 -1.961 1.943
C -7.177 -1.520 2.902
C -6.793 -0.604 3.889
C -5.499 -0.114 3.950
C -4.593 -0.558 2.996
N -0.360 -0.466 3.091
C 2.310 -3.756 3.274
C 3.129 -4.160 4.320
H 4.182 -5.827 5.140
H 3.487 -7.406 3.387
H 2.037 -6.669 1.514
H 2.724 0.530 5.763
H 2.173 2.487 7.209
H 0.011 3.625 6.996
H -1.697 2.816 5.378
H -0.140 -6.403 -1.884
H -1.890 -7.322 -3.396
H -4.115 -6.298 -3.506
H -4.668 -4.312 -2.103
H -6.568 -2.667 1.175
H -8.191 -1.897 2.897
H -7.523 -0.274 4.616
H -5.200 0.589 4.717
H 3.416 -3.463 5.097
C 3.674 -1.434 1.021
O 2.602 -0.509 1.152
C 2.970 0.717 1.753
C 2.247 1.842 1.039
O 0.880 1.493 0.827
C 0.176 2.519 0.112
C -1.139 2.821 0.781
O -2.005 1.709 0.644
C -3.337 2.077 0.992
H 4.470 -1.013 0.399
H 3.275 -2.323 0.536
H 4.081 -1.711 1.996
H 4.046 0.890 1.664
H 2.705 0.705 2.810
H 2.718 2.042 0.070
H 2.306 2.747 1.651
H 0.001 2.182 -0.910
H 0.771 3.433 0.088
H -1.578 3.698 0.293
H -0.982 3.046 1.844
H -3.392 2.394 2.036
H -3.977 1.210 0.850
H -3.682 2.886 0.342
O -4.820 0.705 -4.703
C -3.873 0.547 -3.772
C -4.111 0.050 -2.494
C -3.048 -0.072 -1.627
N -1.780 0.249 -1.916
C -1.594 0.749 -3.133
Br 0.146 1.343 -3.603
C -2.569 0.914 -4.093
H -5.684 0.439 -4.375
H -5.108 -0.238 -2.182
H -3.223 -0.439 -0.630
H -2.348 1.322 -5.069
N 4.254 -1.421 -5.209
C 3.458 -2.384 -4.715
S 3.536 -3.943 -5.228
C 2.526 -1.988 -3.632
C 2.867 -1.013 -2.698
C 1.988 -0.725 -1.670
N 0.810 -1.331 -1.505
C 0.472 -2.237 -2.433
C 1.283 -2.595 -3.488
H 4.888 -1.674 -5.948
H 4.096 -0.446 -5.024
H 3.820 -0.502 -2.746
H 2.243 0.031 -0.947
H -0.505 -2.694 -2.332
H 0.970 -3.353 -4.192
*
```

Its HOMO-LUMO gap (alpha / beta) is 4.85 / 6.34 eV. The expectation value of S² is 12.116. The lowest unoccupied orbital energy (alpha / beta) is -0.1143 / -0.1576 hartree.

These are the Löwdin partial charges, in e, on atoms 1 to 6: 2.03 -0.07 -0.07 0.00 -0.11 -0.27

No. 2
Molecular formula: C49H40Cl2CuN2O2P2Si
Method: DFT, ωB97M-V/def2-TZVPD

Structure (ORCA input):
```
! RIJCOSX wB97M-V def2-TZVPD def2/J DEFGRID3
* xyz 0 2
Cu 0.534 0.006 -0.293
C -0.212 -1.957 3.226
Si 0.635 -0.702 2.056
C 2.461 -0.206 1.984
C 3.203 0.685 2.753
C 4.441 1.110 2.293
C 4.936 0.646 1.078
C 4.217 -0.271 0.324
C 2.974 -0.691 0.775
P 1.719 -2.015 0.200
C 0.180 -3.088 -0.188
C 0.007 -4.433 0.120
C -1.144 -5.106 -0.275
C -2.123 -4.453 -1.006
C -1.971 -3.108 -1.308
C -0.838 -2.438 -0.882
C 2.722 -3.279 1.104
C 4.005 -3.491 0.599
C 4.887 -4.351 1.229
C 4.514 -4.990 2.404
C 3.248 -4.778 2.922
C 2.355 -3.935 2.273
C -0.174 0.883 2.777
C -0.048 1.059 4.158
C -0.599 2.157 4.794
C -1.310 3.098 4.059
C -1.440 2.943 2.691
C -0.867 1.843 2.049
P -0.890 1.678 0.223
C -2.762 1.559 -0.085
C -3.758 2.759 -0.258
C -5.026 2.654 0.532
C -5.333 1.592 1.272
C -4.395 0.487 1.447
C -3.200 0.486 0.862
C -0.089 3.288 -0.121
C -0.673 4.497 -0.483
C 0.115 5.621 -0.700
C 1.489 5.556 -0.544
C 2.078 4.360 -0.158
C 1.299 3.236 0.044
H 0.411 -2.196 4.090
H -0.468 -2.888 2.718
H -1.137 -1.510 3.590
H 2.809 1.074 3.685
H 5.017 1.821 2.872
H 5.891 1.006 0.713
H 4.615 -0.627 -0.619
H 0.782 -4.976 0.638
H -1.256 -6.153 -0.023
H -2.999 -4.993 -1.342
H -2.731 -2.588 -1.879
H -0.725 -1.379 -1.119
H 4.305 -2.980 -0.305
H 5.871 -4.508 0.807
H 5.209 -5.649 2.908
H 2.950 -5.268 3.840
H 1.367 -3.800 2.687
H 0.492 0.318 4.739
H -0.473 2.281 5.863
H -1.751 3.952 4.556
H -1.982 3.683 2.112
H -3.344 3.753 -0.103
H -5.706 3.496 0.452
H -6.278 1.544 1.798
H -4.678 -0.316 2.116
H -2.494 -0.322 1.032
H -1.735 4.590 -0.622
H -0.363 6.550 -0.984
H 2.098 6.432 -0.725
H 3.151 4.304 -0.022
H 1.765 2.295 0.321
Cl 0.199 -3.633 -6.602
C 0.818 -3.143 -5.054
C 1.356 -4.122 -4.222
C 1.848 -3.722 -2.982
Cl 2.622 -4.920 -2.004
C 1.763 -2.413 -2.538
O 2.302 -1.994 -1.340
C 1.229 -1.410 -3.408
C 1.160 -0.040 -3.084
O 1.366 0.538 -1.950
C 0.779 -1.826 -4.691
H 1.423 -5.153 -4.531
H 0.927 0.620 -3.931
H 0.381 -1.081 -5.367
N -4.598 4.378 -2.997
C -3.662 3.398 -2.809
C -3.984 2.382 -1.758
C -2.950 1.232 -1.626
N -1.685 1.388 -2.293
C -1.502 2.361 -3.101
C -2.473 3.367 -3.445
H -5.554 4.155 -2.772
H -4.477 4.989 -3.787
H -5.004 2.018 -1.900
H -3.340 0.234 -1.838
H -0.504 2.433 -3.530
H -2.215 4.114 -4.185
*
```

Its HOMO-LUMO gap (alpha / beta) is 4.95 / 7.53 eV. The expectation value of S² is 0.782. The lowest unoccupied orbital energy (alpha / beta) is -0.0029 / -0.0029 hartree. The calculation puts the energy relative to the best compared isomer or geometry (same formula, charge and spin) at 5.597 eV.

These are the Löwdin partial charges, in e, on atoms 1 to 6: 0.12 -0.18 0.69 -0.28 -0.08 -0.08

No. 3
Molecular formula: C49H40FN6O4S7W
Method: DFT, ωB97M-V/def2-TZVPD

Structure (ORCA input):
```
! RIJCOSX wB97M-V def2-TZVPD def2/J DEFGRID3
* xyz 3 1
W 12.740 13.905 12.231
S 18.902 11.915 15.424
C 19.920 11.054 14.357
C 19.358 10.773 13.143
C 18.084 11.381 13.060
C 17.726 12.027 14.201
C 16.534 12.807 14.461
C 15.506 12.914 13.483
N 14.444 13.665 13.650
C 14.320 14.458 14.755
C 15.285 14.418 15.770
C 15.094 15.306 16.876
C 14.052 16.165 16.925
C 13.066 16.229 15.895
C 11.964 17.094 15.907
C 11.060 17.124 14.883
C 11.311 16.206 13.864
N 12.310 15.358 13.834
C 13.218 15.362 14.813
C 9.854 17.995 14.807
C 9.075 18.477 15.815
C 7.982 19.252 15.285
C 7.961 19.304 13.923
S 9.253 18.420 13.228
C 16.370 13.561 15.607
H 20.904 10.715 14.729
H 19.845 10.183 12.376
H 17.514 11.432 12.145
H 15.504 12.317 12.594
H 15.806 15.285 17.677
H 13.897 16.799 17.799
H 12.000 17.815 16.724
H 10.636 16.158 13.061
H 9.199 18.274 16.891
H 7.280 19.740 15.925
H 7.249 19.844 13.327
H 17.097 13.481 16.407
C 12.722 18.036 11.540
C 13.045 17.458 10.180
C 13.678 18.275 9.220
C 13.950 17.764 7.959
C 13.630 16.463 7.645
C 13.043 15.602 8.581
C 12.682 14.203 8.173
C 12.724 16.155 9.831
N 11.928 15.323 10.769
C 10.682 15.457 10.647
C 10.004 16.347 9.715
C 9.823 14.602 11.571
C 8.332 14.763 11.518
N 10.458 13.746 12.272
C 9.577 12.758 12.960
C 8.957 11.791 12.135
C 8.851 11.848 10.630
C 8.244 10.717 12.758
C 8.036 10.727 14.137
C 8.629 11.703 14.900
C 9.440 12.727 14.365
C 9.904 13.747 15.342
H 13.127 19.067 11.622
H 13.169 17.462 12.356
H 11.669 18.091 11.679
H 13.866 19.310 9.479
H 14.425 18.391 7.208
H 13.798 16.102 6.658
H 12.697 14.162 7.103
H 11.642 13.951 8.506
H 13.296 13.427 8.607
H 10.666 16.641 8.901
H 9.706 17.257 10.227
H 9.128 15.831 9.304
H 8.025 15.813 11.626
H 7.894 14.178 12.317
H 7.932 14.341 10.591
H 9.674 12.449 10.226
H 7.890 12.272 10.351
H 8.913 10.883 10.162
H 7.782 9.961 12.142
H 7.473 9.944 14.656
H 8.488 11.717 15.977
H 9.595 13.407 16.328
H 9.408 14.709 15.069
H 10.978 13.916 15.383
S 10.259 6.972 11.999
C 10.954 8.377 11.940
S 11.348 9.319 10.529
C 11.811 10.706 11.352
C 11.839 10.626 12.859
S 12.469 11.947 13.684
S 11.362 9.125 13.464
S 12.351 12.113 10.608
F 16.451 14.959 5.784
C 16.714 14.382 6.951
C 16.574 15.055 8.102
N 16.751 14.482 9.379
C 16.337 15.160 10.581
C 14.954 14.725 11.086
O 14.349 15.426 11.979
O 14.368 13.696 10.724
C 17.151 13.171 9.480
O 17.218 12.615 10.556
N 17.356 12.521 8.300
C 17.077 12.947 6.968
O 17.205 12.208 6.033
H 16.307 16.096 8.066
H 16.412 16.230 10.455
H 17.008 14.861 11.397
H 17.717 11.581 8.398
*
```

Its HOMO-LUMO gap (alpha / beta) is 4.43 / 4.46 eV. The lowest unoccupied orbital energy (alpha / beta) is -0.3737 / -0.3728 hartree.

These are the Löwdin partial charges, in e, on atoms 1 to 6: 1.46 1.11 -0.36 -0.12 -0.10 -0.52

No. 4
Molecular formula: C49H40IIrN6O7S2
Method: DFT, ωB97M-V/def2-TZVPD

Structure (ORCA input):
```
! RIJCOSX wB97M-V def2-TZVPD def2/J DEFGRID3
* xyz 2 1
Ir -0.078 0.121 -2.008
C 6.905 -1.596 2.516
C 5.571 -1.334 1.900
C 4.920 -2.307 1.146
C 3.668 -2.067 0.612
C 3.069 -0.840 0.823
C 3.705 0.157 1.537
C 4.951 -0.099 2.076
S 1.400 -0.559 0.163
O 1.374 0.886 -0.175
C 0.788 -0.686 1.889
C 1.113 -1.972 2.357
C 1.513 -2.194 3.642
C 1.769 -1.071 4.462
C 2.548 -1.171 5.626
C 2.838 -0.052 6.367
C 2.347 1.195 5.969
C 1.556 1.314 4.850
C 1.244 0.188 4.067
C 0.500 0.313 2.831
C -0.537 1.339 2.786
C -1.216 1.575 4.052
C -1.265 0.601 5.067
C -1.875 0.852 6.272
C -2.475 2.088 6.528
C -2.526 3.028 5.534
C -1.945 2.778 4.270
C -2.115 3.663 3.190
C -1.703 3.287 1.939
C -0.972 2.115 1.718
S -0.828 1.826 -0.103
O -0.282 3.059 -0.659
C -2.595 1.924 -0.481
C -3.435 0.875 -0.149
C -4.749 0.897 -0.578
C -5.239 1.957 -1.337
C -6.655 1.980 -1.803
C -4.377 3.005 -1.657
C -3.062 2.986 -1.241
H 7.352 -2.508 2.131
H 6.800 -1.696 3.596
H 7.582 -0.765 2.331
H 5.398 -3.258 0.972
H 3.167 -2.813 0.016
H 3.233 1.120 1.654
H 5.458 0.671 2.639
H 1.118 -2.774 1.635
H 1.761 -3.183 3.988
H 2.938 -2.136 5.910
H 3.462 -0.126 7.244
H 2.605 2.076 6.536
H 1.223 2.291 4.534
H -0.855 -0.381 4.894
H -1.902 0.078 7.024
H -2.928 2.277 7.489
H -3.044 3.961 5.696
H -2.645 4.593 3.330
H -1.928 3.913 1.092
H -3.061 0.052 0.438
H -5.404 0.075 -0.332
H -7.259 1.254 -1.266
H -6.705 1.747 -2.867
H -7.085 2.969 -1.666
H -4.747 3.843 -2.229
H -2.394 3.798 -1.480
O -1.159 -1.190 -0.468
C -1.711 -2.294 -0.609
C -2.066 -2.979 -1.795
C -2.660 -4.247 -1.655
C -2.990 -4.997 -2.752
C -2.748 -4.509 -4.050
C -2.182 -3.281 -4.219
C -1.821 -2.444 -3.114
O -1.344 -1.289 -3.350
N -3.585 -6.306 -2.569
O -3.756 -6.680 -1.432
O -3.858 -6.923 -3.570
H -1.962 -2.842 0.315
H -2.860 -4.639 -0.667
H -3.022 -5.129 -4.892
H -1.995 -2.903 -5.210
I -3.544 3.262 -6.357
C -2.164 2.847 -4.852
C -1.201 3.696 -4.337
N -0.550 3.010 -3.389
N -1.049 1.781 -3.247
C -2.027 1.656 -4.135
H -0.967 4.708 -4.600
H 0.109 3.364 -2.703
H -2.604 0.756 -4.211
C 5.138 -0.862 -3.153
N 3.897 -0.491 -3.802
C 3.845 -0.147 -5.102
C 2.662 0.107 -5.719
C 1.472 -0.016 -4.949
N 1.557 -0.220 -3.630
C 2.737 -0.513 -3.036
O 2.787 -0.826 -1.852
N 0.260 0.062 -5.483
H 5.969 -0.716 -3.842
H 5.094 -1.911 -2.849
H 5.280 -0.250 -2.260
H 4.786 -0.107 -5.632
H 2.621 0.358 -6.763
H 0.138 0.180 -6.474
H -0.519 -0.212 -4.895
*
```

Its HOMO-LUMO gap (alpha / beta) is 4.49 / 4.27 eV. The lowest unoccupied orbital energy (alpha / beta) is -0.2753 / -0.2830 hartree.

These are the Löwdin partial charges, in e, on atoms 1 to 6: 1.36 -0.03 -0.25 -0.01 -0.08 -0.36

Number 1: calculated total energy -6476.9499 a.u.. Number 2: calculated total energy -5684.1788 a.u.. Number 3: calculated total energy -5474.2530 a.u.. Number 4: calculated total energy -3944.0831 a.u..